Entry 1:
{"formula": "C3H75Cl2NO34P", "method": "ωB97M-V/def2-TZVPD", "elements": ["Cl", "Cl", "P", "O", "O", "O", "O", "O", "O", "O", "O", "O", "O", "O", "O", "O", "O", "O", "O", "O", "O", "O", "O", "O", "O", "O", "O", "O", "O", "O", "O", "O", "O", "O", "O", "O", "O", "N", "C", "C", "C", "H", "H", "H", "H", "H", "H", "H", "H", "H", "H", "H", "H", "H", "H", "H", "H", "H", "H", "H", "H", "H", "H", "H", "H", "H", "H", "H", "H", "H", "H", "H", "H", "H", "H", "H", "H", "H", "H", "H", "H", "H", "H", "H", "H", "H", "H", "H", "H", "H", "H", "H", "H", "H", "H", "H", "H", "H", "H", "H", "H", "H", "H", "H", "H", "H", "H", "H", "H", "H", "H", "H", "H", "H", "H", "H"], "xyz": [[0.41201, -2.63436, 1.66445], [0.57700, -3.01278, -2.54022], [-1.59232, -3.30633, -0.49623], [3.08768, -7.74196, -8.73882], [4.44857, -5.79747, -6.85273], [6.46497, 6.15323, -4.91706], [4.32184, -1.71689, -2.89797], [6.50768, 2.21800, 1.59626], [-4.52557, 0.47517, 1.79659], [4.48951, 4.43733, 1.49227], [-4.04233, 3.53386, 1.24936], [1.92246, -3.97557, -5.83379], [1.60982, 5.18254, 1.35025], [-6.87346, -0.12217, 3.51925], [3.29715, 6.70929, -0.93490], [2.12377, 0.62281, -0.51571], [-0.72385, 1.34982, 9.67845], [7.02275, 2.70039, -3.12985], [4.57730, 4.87126, -2.89647], [0.18522, -4.56666, -8.50835], [2.24633, -1.14269, -5.31664], [-9.27711, -2.82783, 3.51836], [1.38521, 0.73525, 2.46284], [-11.52771, -1.13580, 5.12017], [-7.46175, 5.55557, 2.60630], [-6.35222, -3.17958, 4.70211], [-2.96137, 2.66974, 4.12355], [2.90001, -5.16775, -1.82352], [-1.56639, -3.96091, 5.33843], [-2.50788, -1.62200, 3.28596], [-1.00703, 1.39396, -1.21502], [-0.45957, 3.15799, 1.61438], [2.62151, -6.78068, -11.59980], [-6.19614, 3.04193, 3.05539], [2.17466, 0.70499, 5.24998], [3.12132, 3.23726, -1.15356], [-0.10297, 1.58625, 6.97762], [-2.46005, -2.09487, 0.25856], [0.10828, -2.94350, -0.90207], [0.97786, -2.64330, 0.06586], [2.39072, -2.30389, -0.08917], [2.48226, 3.90702, -1.42285], [-6.06329, 0.17502, 3.08724], [0.10403, 1.77533, 9.43008], [1.53244, -1.36009, -5.92819], [-1.54673, -4.35570, 0.41163], [2.96822, -3.16533, 0.22326], [5.95591, 1.72786, 0.97647], [-6.53407, -2.22897, 4.69126], [6.74526, 6.70782, -4.18072], [-2.23853, -4.52353, 5.73862], [4.98465, -5.76803, -6.05344], [-6.14797, -3.38828, 3.78461], [4.08850, 3.86232, 0.82729], [3.68759, -7.54719, -9.46860], [3.90978, -4.99899, -6.80844], [3.05155, -1.31508, -5.82016], [3.68022, -1.42796, -3.55656], [4.90931, 4.69983, -3.78813], [5.07532, 3.84549, 1.98360], [-1.30556, 2.07835, 9.92009], [-8.43185, -2.91364, 3.97966], [0.82834, -4.47737, -7.79731], [-2.25821, -3.79489, -1.61832], [-5.24673, 0.46188, 1.15262], [3.97099, 3.57675, -1.51026], [-1.22533, 1.99668, -0.49045], [-3.57341, 2.09039, 3.65251], [1.74906, 1.28578, 5.89494], [3.76968, -5.00755, -2.20763], [7.00463, 6.43816, -5.66222], [3.50779, -7.33883, -7.96796], [2.56990, 7.33997, -0.98290], [-5.49345, 3.56142, 2.63668], [4.37276, 5.81454, -2.89613], [-1.35006, 0.54282, -0.93045], [-3.10143, 3.49263, 1.49587], [-0.11871, 3.98583, 2.01581], [1.44276, 0.66312, -1.19744], [3.75178, 6.92909, -0.11315], [2.14550, 5.47751, 2.09568], [7.35813, 2.29004, 1.14909], [-3.06768, -1.60028, -0.39339], [1.78600, -3.35076, -5.10975], [-9.61603, -3.72857, 3.47418], [-3.07730, -2.53402, 0.94247], [1.41911, -4.75995, -5.57992], [6.50871, 3.46926, -2.85745], [-1.81796, -2.01618, 2.74311], [-0.77465, 1.00824, 7.35851], [2.25808, 4.85914, 0.71621], [0.27574, 2.53591, 1.76621], [5.00385, -1.03530, -2.89709], [0.65631, -5.04397, -9.19915], [2.36836, -4.40932, -2.09004], [2.48820, -6.14817, -10.88688], [2.59189, 1.47823, -0.61431], [7.85335, 3.07101, -3.44639], [2.64366, -2.03782, -1.09662], [-3.85383, -0.12741, 1.43599], [-10.86856, -1.72615, 4.73435], [-7.83385, 6.44128, 2.66936], [-6.80664, 3.70552, 3.39838], [-2.19463, 2.76159, 3.51720], [1.11416, -0.15761, 2.26823], [1.88536, -0.17558, 5.50881], [-0.60393, 2.23641, 6.47015], [-2.04817, -1.27273, 4.06100], [2.10009, -7.54672, -11.33349], [-2.06290, -3.31537, 4.82630], [2.60760, -1.49713, 0.58877], [-4.37626, 2.65446, 1.36571], [-12.26232, -1.15452, 4.49901], [-7.22804, 5.44691, 1.67799], [-7.53046, 0.54057, 3.27915], [2.11581, 0.65514, 3.09320]], "forces_ev_per_a": [[-0.25, -0.20, 0.91], [-0.21, 0.16, -0.64], [0.66, -0.13, 0.32], [-0.04, 0.17, -0.04], [-0.05, 0.08, 0.06], [0.02, -0.02, 0.12], [-0.06, -0.12, -0.05], [-0.08, -0.09, -0.10], [0.20, -0.21, -0.52], [-0.13, -0.06, 0.00], [0.68, 0.83, -0.17], [-0.22, -0.23, 0.13], [-0.21, 0.18, 0.24], [0.03, -0.32, -0.19], [0.01, 0.08, -0.09], [0.20, 0.16, -0.26], [-0.09, 0.00, 0.16], [-0.02, 0.06, 0.05], [0.29, -0.09, -0.34], [0.09, 0.00, 0.05], [0.07, -0.25, 0.15], [-0.07, -0.09, 0.00], [0.14, 0.38, -0.04], [-0.04, -0.06, -0.04], [-0.04, 0.11, -0.09], [-0.21, 0.08, -0.17], [0.83, -0.08, -0.55], [-0.07, 0.05, 0.04], [0.06, -0.01, -0.17], [0.01, -0.25, -0.04], [-0.08, -0.15, -0.02], [0.15, 0.14, 0.62], [0.00, -0.02, 0.07], [0.09, -0.20, -0.14], [0.25, -0.12, -0.03], [0.65, 0.16, 0.31], [0.02, 0.11, -0.44], [-0.44, -0.64, -0.59], [-1.00, 0.09, 0.07], [0.19, 0.24, -0.32], [0.01, -0.30, 0.29], [0.04, -0.01, -0.10], [0.01, 0.12, 0.28], [-0.04, -0.02, -0.07], [0.04, 0.17, -0.07], [-0.21, -0.10, 0.12], [0.28, -0.36, 0.02], [0.05, -0.03, 0.05], [0.14, 0.16, 0.00], [0.02, 0.00, -0.06], [0.05, 0.05, 0.05], [0.03, -0.10, -0.07], [0.02, 0.04, 0.04], [0.05, 0.01, -0.04], [0.00, -0.09, 0.01], [-0.08, -0.01, 0.03], [-0.07, 0.06, -0.10], [-0.07, 0.13, 0.00], [-0.04, 0.08, -0.01], [0.14, 0.08, -0.10], [0.01, -0.06, 0.05], [-0.04, -0.01, 0.09], [0.05, 0.11, -0.02], [0.18, 0.07, -0.22], [-0.02, 0.07, 0.06], [-0.72, -0.05, -0.08], [0.21, 0.14, 0.04], [-0.10, 0.10, 0.13], [-0.18, -0.10, -0.05], [-0.03, 0.02, 0.05], [-0.06, -0.03, 0.00], [0.08, 0.04, 0.01], [-0.01, -0.07, 0.03], [-0.06, 0.09, 0.19], [-0.07, -0.05, 0.33], [0.02, 0.06, 0.09], [-0.44, 0.06, -0.09], [-0.12, -0.47, -0.70], [-0.05, 0.21, 0.07], [0.04, -0.13, -0.02], [0.12, -0.09, -0.10], [-0.01, 0.07, 0.07], [0.21, 0.20, -0.01], [0.23, 0.09, -0.20], [-0.01, 0.04, 0.02], [0.06, 0.25, 0.30], [0.14, -0.06, -0.04], [-0.01, 0.05, 0.04], [0.17, 0.19, 0.13], [0.09, 0.09, 0.27], [-0.02, 0.04, 0.04], [-0.25, 0.00, -0.03], [-0.06, -0.03, 0.04], [-0.11, -0.04, 0.02], [0.27, -0.14, -0.09], [0.01, -0.04, -0.03], [-0.33, -0.32, 0.01], [-0.04, -0.05, -0.02], [0.23, 0.20, -0.41], [-0.20, 0.33, 0.49], [0.13, 0.03, -0.09], [0.01, -0.05, 0.05], [0.00, 0.04, -0.05], [-0.55, -0.10, 0.47], [-0.03, -0.26, -0.13], [0.01, 0.08, 0.11], [0.01, -0.06, 0.00], [-0.11, 0.21, -0.08], [0.02, 0.02, -0.02], [-0.23, -0.03, 0.03], [0.23, 0.49, 0.07], [-0.08, -0.94, 0.08], [0.03, 0.02, 0.05], [-0.01, -0.01, 0.05], [0.03, 0.01, 0.18], [-0.32, 0.17, 0.28]], "charge": 1, "spin_multiplicity": 1}

---

Entry 2:
{"formula": "C3H7B2BrO2", "method": "ωB97M-V/def2-TZVPD", "elements": ["Br", "O", "O", "C", "C", "C", "B", "B", "H", "H", "H", "H", "H", "H", "H"], "xyz": [[-2.17530, 2.17263, 0.14236], [-3.30267, -0.14229, 0.94688], [1.26941, 1.90766, -0.18610], [-1.53530, -0.79143, -0.43443], [-2.43511, 0.24070, 0.27506], [1.96924, -0.45888, 0.71386], [-0.16987, -0.20561, -1.05591], [1.05115, 0.53588, -0.17385], [0.03553, -0.33688, -2.22564], [2.18020, -0.06236, 1.72698], [-2.06799, -1.31925, -1.25358], [-1.32575, -1.58165, 0.32036], [2.93808, -0.63945, 0.20273], [2.16324, 2.08553, 0.14673], [1.40514, -1.40461, 0.85455]], "forces_ev_per_a": [[0.37, -0.20, -0.39], [-1.79, -0.22, 1.35], [0.57, -1.05, -0.21], [1.01, 0.35, -0.92], [1.04, -1.10, -0.91], [-0.31, 0.23, -0.24], [-0.39, 0.45, 0.31], [0.22, 0.38, 0.73], [-0.04, -0.29, -0.04], [-0.05, -0.03, -0.50], [-0.31, 0.58, 0.68], [-0.10, 0.58, -0.26], [-0.48, -0.16, 0.32], [-0.41, 0.21, 0.19], [0.67, 0.27, -0.11]], "charge": 0, "e_above_lowest_kj_mol": 0.0, "smiles": "CB(O)BCC(=O)Br", "spin_multiplicity": 1}

---

In the order shown, the computed Kohn-Sham gap values come out to 7.64; 9.88 eV.